No. 1
C37H39Cl2N8O7S3Ta | ωB97M-V/def2-TZVPD

Summary:
- total charge = +2
- ΔE to the lowest compared entry with this formula, charge and spin (eV) = 0.795
- electronic energy (eV) = -124347.32271
- HOMO level (eV) = -12.7
- lowest unoccupied orbital energy (eV) = -6.876
- gap between HOMO and LUMO (eV) = 5.818
- F_max (eV/A) = 0.53

Each line ends with the Mulliken charge.
CARTESIAN COORDINATES (ANGSTROEM)
Ta  0.5091  0.0220  -0.3528  0.81
S  -0.2031  -0.8461  1.8005  -0.75
C  -1.8288  -1.3058  1.3377  0.36
N  -2.8061  -1.6011  2.2046  -0.45
N  -2.6027  -1.4153  3.4368  0.55
C  -3.5595  -1.7187  4.4355  0.82
C  -4.7556  -2.3482  4.1141  -0.35
C  -5.6509  -2.6133  5.1340  -0.58
C  -5.3532  -2.2588  6.4456  -0.52
C  -4.1509  -1.6353  6.7480  -0.65
C  -3.2431  -1.3614  5.7396  -0.45
N  -2.1806  -1.4815  0.0738  -1.25
N  -1.3588  -1.1416  -0.8524  1.92
C  -1.7385  -1.6583  -2.1564  0.50
C  -0.9998  -1.3214  -3.2874  0.15
C  -1.3611  -1.8121  -4.5318  -0.78
C  -2.4606  -2.6483  -4.6622  -0.82
C  -3.1864  -2.9976  -3.5322  -0.71
C  -2.8296  -2.5141  -2.2834  -0.64
H  -1.7132  -1.0160  3.7489  0.17
H  -4.9698  -2.6265  3.0923  0.42
H  -6.5867  -3.1048  4.9070  0.39
H  -6.0610  -2.4735  7.2342  0.40
H  -3.9196  -1.3616  7.7677  0.39
H  -2.3019  -0.8727  5.9646  0.35
H  -0.1187  -0.7006  -3.2142  0.17
H  -0.7726  -1.5466  -5.3999  0.51
H  -2.7373  -3.0383  -5.6321  0.46
H  -4.0316  -3.6674  -3.6175  0.47
H  -3.3938  -2.8016  -1.4100  0.49
O  -1.3621  5.1630  2.4415  -0.51
C  -2.4278  4.4865  2.0391  0.26
O  -3.5508  4.8406  2.2573  -0.55
C  -2.2006  3.2053  1.2946  0.44
C  -3.2382  2.4337  0.8047  -0.73
N  -2.7052  1.3596  0.2056  -0.09
N  -1.3700  1.3841  0.2596  1.13
C  -1.0549  2.4997  0.9116  -1.24
C  0.3895  2.7649  1.0242  1.10
O  0.8636  3.7215  1.5891  -0.84
O  1.1171  1.8430  0.4156  0.00
H  -0.5163  4.7410  2.1867  0.40
H  -4.3007  2.6078  0.8503  0.61
H  -3.2013  0.6807  -0.3713  -0.12
Cl  2.4744  0.1930  -2.2581  -0.12
C  3.4256  -1.2562  -1.9545  0.64
C  4.7501  -1.2615  -2.3321  -0.73
C  5.4730  -2.4281  -2.1206  -0.57
C  4.8637  -3.5335  -1.5423  -0.83
C  3.5266  -3.4865  -1.1722  0.35
Cl  2.8122  -4.8699  -0.4350  -0.18
C  2.7608  -2.3338  -1.3757  0.25
S  1.0517  -2.2825  -0.9913  -0.30
H  5.2019  -0.3914  -2.7876  0.54
H  6.5132  -2.4764  -2.4108  0.42
H  5.4225  -4.4432  -1.3720  0.51
C  5.7852  -2.6136  2.1453  -1.59
C  5.0932  -1.3319  1.6913  0.84
C  3.8688  -1.0628  2.5530  -1.04
S  2.7900  0.2647  2.0124  0.59
O  2.3263  -0.2842  0.6193  0.39
C  3.9383  1.6286  1.7108  -1.30
C  4.5084  1.7157  0.3020  1.61
C  5.6079  2.7722  0.2506  -1.71
H  6.6692  -2.8037  1.5383  0.41
H  5.1205  -3.4737  2.0492  0.34
H  6.1048  -2.5461  3.1858  0.40
H  4.7861  -1.4230  0.6493  -0.57
H  5.7882  -0.4922  1.7586  0.22
H  4.1306  -0.8079  3.5842  0.68
H  3.2015  -1.9283  2.5864  0.42
H  4.7213  1.4926  2.4618  0.75
H  3.3752  2.5287  1.9586  0.58
H  3.6984  1.9832  -0.3757  -0.57
H  4.8929  0.7474  -0.0212  -0.30
H  5.2343  3.7456  0.5704  0.41
H  5.9914  2.8776  -0.7634  0.43
H  6.4448  2.5046  0.8967  0.41
O  -4.3164  0.3133  -1.9228  -0.45
C  -4.1775  0.4463  -3.3431  -0.18
N  -4.2483  1.8001  -3.7966  -0.06
C  -3.3073  2.7907  -3.8402  0.14
O  -3.6072  3.8975  -4.2258  -0.63
C  -1.8759  2.5827  -3.3768  -0.29
C  -0.9884  3.5958  -3.7384  -0.84
C  0.2992  3.5767  -3.2424  -1.40
C  0.6729  2.5545  -2.3942  0.26
N  -0.1489  1.5451  -2.0643  -0.05
C  -1.4056  1.5784  -2.5540  0.81
H  -5.2487  0.4103  -1.6949  0.28
H  -4.9647  -0.1147  -3.8436  0.50
H  -3.2278  -0.0114  -3.6041  0.08
H  -5.1457  2.1401  -4.1142  0.29
H  -1.3463  4.3966  -4.3715  0.57
H  1.0055  4.3596  -3.4779  0.55
H  1.6508  2.5698  -1.9359  -0.01
H  -2.0482  0.7807  -2.2324  -0.17

---

No. 2
C37H39CsN10O6S | ωB97M-V/def2-TZVPD

Summary:
- total charge = -2
- ΔE to the lowest compared entry with this formula, charge and spin (eV) = 1.850
- electronic energy (eV) = -77574.20722
- HOMO level (eV) = -3.2
- lowest unoccupied orbital energy (eV) = 3.467
- gap between HOMO and LUMO (eV) = 6.631
- F_max (eV/A) = 2.16

Each line ends with the Mulliken charge.
CARTESIAN COORDINATES (ANGSTROEM)
Cs  0.5045  -0.6206  0.4766  1.83
O  -2.0639  -3.7889  2.9231  -0.76
C  -1.7625  -2.9156  2.1141  -0.33
N  -1.3020  -1.6751  2.3446  0.16
C  -1.5888  -0.9342  3.4211  -0.27
O  -2.6355  -0.8740  4.0682  -0.80
C  -0.4714  0.0427  3.8673  0.59
C  -0.5202  0.5697  5.1537  -0.54
C  0.4859  1.4293  5.5586  -0.41
C  1.5042  1.7501  4.6725  -0.92
C  1.4784  1.1717  3.4124  -0.44
N  0.5256  0.3272  3.0294  0.16
C  -1.8116  -3.3276  0.6220  0.21
C  -2.4035  -4.5413  0.2906  -0.47
C  -2.4396  -4.9274  -1.0362  -0.33
C  -1.8614  -4.1104  -1.9956  -1.00
C  -1.2811  -2.9248  -1.5777  -0.47
N  -1.2825  -2.5271  -0.3068  0.32
H  -1.3537  0.3024  5.7876  0.47
H  0.4743  1.8517  6.5569  0.39
H  2.3052  2.4246  4.9460  0.40
H  2.2527  1.3916  2.6766  0.51
H  -2.8069  -5.1468  1.0894  0.50
H  -2.9057  -5.8626  -1.3237  0.38
H  -1.8535  -4.3812  -3.0429  0.39
H  -0.7864  -2.2654  -2.2898  0.65
C  3.9614  1.0021  -3.1128  -1.56
C  2.7503  1.1289  -2.2373  0.21
N  2.5271  0.4366  -1.1961  0.71
N  3.5146  -0.4248  -0.7320  -0.94
C  3.1207  -1.6601  -0.4798  -0.02
O  2.0309  -2.2476  -0.7169  -0.85
C  4.1925  -2.4686  0.2232  0.36
C  3.8080  -3.5473  1.0121  -0.45
C  4.7527  -4.3000  1.6954  -0.56
C  6.1036  -3.9995  1.5796  -0.35
C  6.4969  -2.9340  0.7791  -0.65
C  5.5486  -2.1716  0.1130  -0.13
C  1.6867  2.1379  -2.5906  0.63
C  1.8623  2.9899  -3.6762  -0.56
C  0.8730  3.9180  -3.9803  -0.72
C  -0.2616  3.9649  -3.1980  -1.19
C  -0.3565  3.0588  -2.1448  -0.68
N  0.5807  2.1742  -1.8333  0.19
H  4.6190  0.2357  -2.7122  0.30
H  4.5078  1.9463  -3.1788  0.34
H  3.6706  0.7336  -4.1312  0.31
H  2.7543  -3.7890  1.0709  0.50
H  4.4281  -5.1257  2.3177  0.37
H  6.8422  -4.5915  2.1068  0.35
H  7.5486  -2.6915  0.6748  0.35
H  5.8369  -1.3229  -0.4926  0.37
H  2.7566  2.9260  -4.2799  0.32
H  0.9822  4.5857  -4.8257  0.45
H  -1.0702  4.6529  -3.4084  0.67
H  -1.2504  3.0429  -1.5309  0.87
C  -0.7961  4.6110  3.6847  -1.05
N  -1.2002  4.1398  2.3744  0.10
C  -0.1004  4.0898  1.4280  -0.31
C  -2.1005  3.0801  2.3069  0.16
N  -1.8858  2.1197  1.4908  -0.11
N  -3.1875  3.2102  3.1833  0.23
C  -3.9067  4.4712  3.1351  -1.23
C  -4.0789  2.0700  3.2838  -1.03
H  0.0569  4.0341  4.0672  0.18
H  -1.6111  4.5124  4.3969  0.40
H  -0.5021  5.6620  3.6258  0.35
H  0.4157  5.0515  1.4497  0.34
H  -0.4659  3.9010  0.4262  -0.05
H  0.6113  3.2919  1.6702  0.08
H  -2.6755  1.4810  1.4840  0.02
H  -3.2234  5.2966  2.9553  0.41
H  -4.4213  4.6402  4.0843  0.34
H  -4.6577  4.4702  2.3324  0.36
H  -4.6928  1.9472  2.3787  0.34
H  -4.7560  2.2330  4.1237  0.30
H  -3.5292  1.1519  3.4823  0.29
N  -3.1400  0.0379  -1.9178  -0.60
C  -3.2335  1.1722  -2.7262  0.92
C  -2.6916  1.1699  -4.0078  -0.35
C  -2.8071  2.2806  -4.8319  -0.44
C  -3.4627  3.4223  -4.4021  -0.50
C  -4.0125  3.4223  -3.1231  -0.55
C  -3.9046  2.3185  -2.2957  -0.52
S  -3.5550  4.8894  -5.4224  1.35
O  -4.9652  5.2523  -5.4233  -0.73
O  -3.0343  4.4722  -6.7176  -0.75
O  -2.7105  5.8654  -4.7377  -0.70
H  -3.2651  0.1873  -0.9281  0.21
H  -2.3270  -0.5375  -2.0788  0.10
H  -2.1623  0.2902  -4.3596  0.42
H  -2.3711  2.2777  -5.8220  0.45
H  -4.5208  4.3114  -2.7717  0.35
H  -4.3353  2.3446  -1.3002  0.37